Computed, not measured: C27H57CdClN3O3 as an isolated structure in a non-equilibrium geometry, with ωB97M-V/def2-TZVPD.

Structure (XYZ):
```
92
Properties=species:S:1:pos:R:3:lowdin_charge:R:1
H -6.48 -0.03 -0.14 0.069
H -3.98 2.23 -1.34 0.105
H 3.66 1.40 2.88 0.082
H -1.75 -2.47 -2.41 0.009
H 1.16 3.41 0.69 0.065
Cl 0.48 1.31 -2.20 -0.210
H 1.37 -1.05 -1.53 0.047
C 4.08 5.63 1.11 -0.146
H 2.05 7.17 0.09 0.088
H 5.12 3.75 0.94 0.109
H -1.29 -3.47 -3.76 0.096
H 4.02 6.54 1.78 0.145
C 2.80 4.23 -0.49 -0.040
H -3.84 1.15 1.32 0.115
C 1.86 -2.21 0.96 -0.045
H -3.00 1.06 -2.53 0.068
H 1.07 -3.95 -4.26 0.098
O 0.96 3.76 1.58 -0.044
H 4.19 4.99 3.50 0.100
H -5.54 1.45 0.22 0.103
H 6.00 4.95 1.88 0.116
C -3.97 1.34 -1.99 -0.052
C 3.04 3.49 2.72 -0.503
H -4.01 -0.70 2.64 0.109
C 1.02 -5.57 -0.79 -0.174
C 4.37 4.16 2.91 -0.164
H -5.31 -3.19 -1.81 0.108
H 0.69 -4.57 1.17 0.138
C 1.67 6.24 0.50 -0.030
N 2.13 4.44 1.97 -0.080
H -0.60 -1.96 -3.55 0.074
H 0.01 -5.59 -2.63 0.130
H 2.19 -1.23 0.59 0.082
H -5.79 -0.79 -2.53 0.133
H 3.95 -2.99 -0.19 0.100
H 2.62 -2.64 1.66 0.106
H -4.17 -3.57 0.26 0.118
H 2.87 2.60 4.76 0.075
N -3.38 -0.16 -0.16 -0.146
C -0.93 -2.82 -2.97 -0.026
C -5.11 -2.31 -1.22 -0.118
C -4.45 -1.32 1.82 -0.012
C 1.42 -3.69 -3.26 -0.047
H -3.02 -3.04 -0.94 0.086
H 4.17 2.07 1.37 0.063
H 2.05 -4.51 -3.03 0.062
O 0.60 -1.39 -1.05 -0.262
Cd -1.17 0.04 -1.11 1.292
H 5.01 3.45 3.43 0.135
C 1.71 -3.20 -0.21 -0.496
C 0.30 -3.49 -2.26 -0.460
H 0.73 -6.58 -0.41 0.126
H -5.43 -0.98 1.60 0.056
H -1.88 -0.79 1.70 0.076
C -5.77 0.65 -0.52 -0.027
C -2.11 -1.70 1.17 -0.072
C 3.37 2.10 2.11 -0.041
H -4.65 1.43 -2.83 0.093
H -4.03 -1.05 -2.86 0.126
H 1.88 3.97 -1.04 0.054
H 2.03 4.16 4.56 0.118
H 1.93 -5.82 -1.40 0.111
H 2.51 1.66 1.59 0.073
C -3.87 -2.71 -0.32 -0.091
H -1.37 -1.99 0.39 0.052
H -2.15 -2.50 1.89 0.105
C 2.64 5.13 0.77 -0.507
H 1.42 2.66 3.89 0.078
C 0.00 -4.94 -1.72 -0.134
H 0.95 -2.12 1.57 0.080
H 4.42 6.06 0.13 0.125
H -4.57 -2.33 2.27 0.109
C -4.81 -1.00 -2.07 -0.112
H 3.33 4.73 -1.31 0.101
H -1.06 -4.97 -1.25 0.141
H 3.33 3.30 -0.33 0.064
C 3.13 -3.04 -0.94 -0.005
C -3.50 -1.46 0.59 -0.489
O -3.07 0.85 0.79 -0.071
H 3.19 -2.16 -1.56 0.072
C -4.50 0.17 -1.18 -0.554
N 0.57 -2.74 -1.01 -0.127
H -5.95 -2.19 -0.56 0.097
C 5.01 4.60 1.63 -0.186
H 1.26 6.54 1.47 0.097
H -6.26 1.22 -1.34 0.112
H 3.34 -3.91 -1.54 0.060
H 2.39 -4.89 0.87 0.132
H 2.01 -2.78 -3.50 0.102
C 1.46 -4.58 0.33 -0.131
C 2.36 3.20 4.03 -0.055
H 0.88 5.84 -0.09 0.072
```

Values from the calculation:
HOMO-LUMO gap = 6.87 eV
Total charge = +1
HOMO level = -10.3 eV